{
  "formula": "C39H44CuN6P2",
  "method": "the ωB97M-V functional and the def2-TZVPD basis",
  "elements": ["Cu", "N", "C", "C", "C", "C", "C", "N", "C", "C", "C", "C", "C", "N", "H", "H", "H", "H", "H", "H", "H", "H", "H", "C", "N", "P", "C", "C", "C", "C", "C", "C", "C", "C", "C", "C", "C", "C", "P", "C", "C", "C", "C", "C", "C", "C", "C", "C", "C", "C", "C", "H", "H", "H", "H", "H", "H", "H", "H", "H", "H", "H", "H", "H", "H", "H", "H", "H", "H", "H", "H", "H", "H", "H", "C", "C", "C", "C", "N", "N", "H", "H", "H", "H", "H", "H", "H", "H", "H", "H", "H", "H"],
  "xyz": [[-0.428, -0.933, -0.296], [1.193, -3.462, 1.160], [0.615, -2.608, 2.091], [0.899, -2.860, 3.441], [0.320, -2.072, 4.402], [-0.544, -1.044, 4.014], [-0.764, -0.870, 2.673], [-0.194, -1.629, 1.711], [1.255, -3.482, -0.222], [1.983, -4.530, -0.807], [2.088, -4.594, -2.172], [1.468, -3.617, -2.956], [0.771, -2.632, -2.312], [0.659, -2.553, -0.965], [1.731, -4.199, 1.587], [1.570, -3.663, 3.714], [0.530, -2.252, 5.448], [-1.030, -0.407, 4.738], [-1.426, -0.087, 2.324], [2.455, -5.273, -0.179], [2.649, -5.396, -2.634], [1.528, -3.632, -4.034], [0.255, -1.857, -2.869], [-4.260, -0.182, 0.967], [-3.299, -0.232, -0.153], [-2.636, -1.717, -0.738], [-3.197, -1.877, -2.440], [-4.190, -1.059, -2.970], [-4.609, -1.248, -4.279], [-4.041, -2.247, -5.055], [-3.053, -3.069, -4.526], [-2.630, -2.885, -3.221], [-3.390, -3.083, 0.146], [-4.756, -3.343, 0.009], [-5.314, -4.424, 0.666], [-4.514, -5.259, 1.440], [-3.155, -5.017, 1.560], [-2.590, -3.925, 0.914], [-1.939, 0.802, -0.352], [-2.034, 2.166, 0.816], [-3.178, 2.955, 0.972], [-3.155, 4.042, 1.828], [-1.995, 4.358, 2.528], [-0.856, 3.583, 2.378], [-0.879, 2.489, 1.525], [-2.092, 1.474, -2.018], [-1.051, 1.237, -2.911], [-1.119, 1.709, -4.214], [-2.236, 2.418, -4.628], [-3.284, 2.653, -3.744], [-3.215, 2.183, -2.445], [-4.198, -1.082, 1.575], [-5.280, -0.084, 0.593], [-4.043, 0.674, 1.602], [-4.624, -0.275, -2.364], [-5.383, -0.614, -4.692], [-4.373, -2.392, -6.075], [-2.620, -3.854, -5.131], [-1.874, -3.541, -2.803], [-5.375, -2.712, -0.617], [-6.372, -4.626, 0.567], [-4.956, -6.109, 1.942], [-2.536, -5.677, 2.152], [-1.530, -3.731, 1.003], [-4.091, 2.721, 0.442], [-4.042, 4.648, 1.949], [-1.984, 5.213, 3.190], [0.046, 3.830, 2.920], [0.015, 1.886, 1.403], [-0.183, 0.671, -2.589], [-0.308, 1.523, -4.905], [-2.292, 2.789, -5.642], [-4.155, 3.203, -4.073], [-4.046, 2.357, -1.775], [4.380, 0.211, -0.177], [3.451, 0.690, 0.932], [4.019, 0.316, 2.296], [3.238, 2.202, 0.848], [2.174, -0.065, 0.840], [1.420, 0.164, -0.354], [5.378, 0.622, -0.029], [4.051, 0.541, -1.166], [4.455, -0.878, -0.170], [4.968, 0.824, 2.465], [4.184, -0.760, 2.362], [3.338, 0.611, 3.100], [4.185, 2.724, 0.976], [2.563, 2.548, 1.636], [2.840, 2.517, -0.120], [1.584, 0.189, 1.626], [1.963, -0.266, -1.097], [1.343, 1.157, -0.588]],
  "forces_ev_per_a": [[0.335, -0.195, -0.041], [-0.014, 0.000, 0.040], [0.100, -0.119, -0.096], [0.006, -0.002, 0.002], [-0.037, 0.032, 0.033], [0.028, -0.039, -0.008], [-0.025, -0.044, 0.049], [-0.154, 0.209, 0.136], [0.040, 0.052, 0.100], [-0.009, 0.015, -0.052], [0.008, -0.016, -0.002], [0.019, -0.006, 0.009], [0.005, -0.025, 0.012], [-0.107, 0.038, -0.089], [0.015, 0.007, -0.012], [0.004, -0.009, -0.009], [-0.001, 0.007, 0.005], [-0.003, 0.006, 0.003], [0.001, -0.026, 0.020], [0.002, -0.007, 0.011], [0.001, -0.002, -0.005], [-0.005, 0.008, -0.007], [-0.008, -0.018, 0.006], [-0.196, 0.138, -0.243], [0.447, -0.266, 0.386], [-0.088, 0.262, -0.149], [-0.113, -0.069, 0.030], [0.060, 0.003, -0.046], [-0.006, 0.030, 0.025], [0.001, -0.010, -0.014], [0.016, 0.009, 0.001], [-0.046, -0.007, -0.002], [0.083, -0.047, 0.003], [0.010, -0.042, -0.002], [-0.016, 0.009, -0.007], [-0.014, -0.011, 0.006], [0.015, 0.031, -0.017], [-0.055, -0.024, 0.073], [-0.338, 0.062, -0.120], [-0.039, 0.037, -0.005], [0.034, 0.004, 0.032], [0.002, 0.022, 0.014], [-0.013, 0.002, -0.003], [-0.014, -0.014, -0.025], [0.062, -0.009, -0.020], [0.061, 0.100, 0.027], [-0.012, -0.006, -0.021], [-0.008, -0.009, 0.002], [0.007, 0.004, -0.007], [0.001, -0.007, -0.004], [0.030, 0.006, 0.001], [0.023, -0.013, 0.007], [-0.010, -0.008, 0.022], [0.002, -0.027, 0.008], [-0.015, -0.010, -0.001], [-0.004, 0.000, -0.004], [0.000, -0.001, -0.006], [-0.002, -0.004, 0.001], [0.011, -0.022, 0.010], [0.005, 0.007, -0.010], [-0.002, -0.007, 0.004], [-0.002, -0.002, 0.004], [0.005, -0.004, 0.003], [-0.006, -0.010, -0.022], [-0.011, 0.015, -0.045], [-0.002, 0.003, 0.002], [-0.001, 0.001, 0.006], [0.007, 0.002, 0.000], [-0.010, 0.000, 0.018], [0.012, 0.003, -0.008], [0.010, -0.004, 0.000], [-0.009, 0.002, -0.005], [-0.004, 0.004, -0.001], [-0.019, 0.021, 0.036], [0.012, 0.010, -0.009], [-0.052, -0.023, 0.022], [-0.009, 0.002, -0.003], [0.004, -0.001, 0.018], [0.108, 0.063, -0.007], [-0.027, -0.089, -0.019], [0.005, 0.002, -0.002], [-0.011, -0.007, -0.001], [0.008, -0.003, 0.003], [0.005, 0.001, 0.000], [0.009, -0.005, -0.007], [-0.006, 0.006, 0.000], [0.007, 0.003, -0.007], [-0.004, -0.006, 0.002], [-0.001, 0.015, -0.007], [-0.044, -0.009, -0.028], [-0.088, 0.018, -0.082], [0.033, 0.012, 0.087]],
  "s2": 0.76,
  "homo_lumo_gap_ev": [8.6, 7.3],
  "spin_multiplicity": 2,
  "homo_ev": [-13.30, -13.66],
  "total_charge": 2
}



{
  "formula": "C39H44HfSb",
  "method": "the ωB97M-V functional and the def2-TZVPD basis",
  "elements": ["C", "C", "C", "C", "C", "Hf", "C", "C", "H", "C", "H", "H", "C", "H", "H", "H", "C", "H", "H", "H", "C", "H", "H", "H", "C", "H", "H", "H", "C", "H", "H", "H", "C", "H", "H", "H", "C", "H", "H", "H", "C", "C", "C", "C", "H", "C", "H", "C", "H", "H", "H", "C", "C", "C", "C", "C", "C", "Sb", "C", "C", "C", "C", "C", "C", "C", "C", "C", "C", "C", "C", "H", "H", "H", "H", "H", "H", "H", "H", "H", "H", "H", "H", "H", "H", "H"],
  "xyz": [[2.360, 0.677, 1.417], [1.730, 1.951, 1.612], [2.027, 2.779, 0.449], [2.801, 2.004, -0.455], [2.959, 0.672, 0.105], [0.647, 0.860, -0.185], [-0.904, 2.221, -2.559], [-0.435, 0.811, -2.140], [-1.253, 0.076, -2.138], [0.899, 0.272, -2.297], [1.657, 0.866, -2.825], [1.007, -0.807, -2.471], [-2.115, 2.111, -3.516], [-2.976, 1.650, -3.001], [-2.430, 3.102, -3.891], [-1.851, 1.478, -4.382], [0.226, 3.004, -3.257], [1.092, 3.114, -2.584], [0.556, 2.471, -4.165], [-0.107, 4.014, -3.551], [1.117, 2.439, 2.898], [0.389, 1.718, 3.304], [1.900, 2.592, 3.666], [0.602, 3.402, 2.756], [1.657, 4.229, 0.309], [0.686, 4.446, 0.782], [2.416, 4.873, 0.793], [1.585, 4.528, -0.749], [3.505, 2.492, -1.688], [3.076, 3.435, -2.062], [4.570, 2.682, -1.452], [3.482, 1.753, -2.506], [3.802, -0.425, -0.483], [3.879, -0.325, -1.578], [4.829, -0.406, -0.067], [3.369, -1.416, -0.269], [2.422, -0.442, 2.417], [2.555, -1.419, 1.927], [3.272, -0.288, 3.109], [1.500, -0.495, 3.018], [-1.310, 2.310, -0.034], [-1.324, 2.981, -1.285], [-1.735, 2.952, 1.149], [-1.690, 4.339, -1.290], [-1.331, 1.173, -0.032], [-2.113, 4.297, 1.114], [-1.766, 2.383, 2.083], [-2.080, 4.989, -0.109], [-1.686, 4.900, -2.231], [-2.437, 4.805, 2.028], [-2.373, 6.044, -0.145], [-4.998, -4.453, -0.175], [-5.000, -3.239, 0.516], [-3.816, -2.508, 0.644], [-2.627, -2.987, 0.083], [-2.625, -4.210, -0.602], [-3.812, -4.940, -0.731], [-0.899, -1.730, 0.252], [-0.815, -1.819, 2.391], [-1.434, -0.837, 3.171], [-1.373, -0.910, 4.567], [-0.693, -1.963, 5.186], [-0.076, -2.949, 4.409], [-0.140, -2.879, 3.015], [0.463, -2.977, -0.887], [1.601, -3.522, -0.276], [2.490, -4.314, -1.010], [2.246, -4.567, -2.362], [1.113, -4.029, -2.979], [0.223, -3.237, -2.244], [-5.918, -5.014, -0.282], [-5.917, -2.857, 0.944], [-3.826, -1.560, 1.165], [-1.723, -4.598, -1.048], [-3.813, -5.878, -1.270], [-1.963, -0.023, 2.694], [-1.853, -0.152, 5.170], [-0.643, -2.021, 6.265], [0.450, -3.767, 4.885], [0.332, -3.650, 2.427], [1.810, -3.330, 0.763], [3.368, -4.729, -0.532], [2.936, -5.178, -2.931], [0.927, -4.224, -4.027], [-0.649, -2.820, -2.728]],
  "forces_ev_per_a": [[0.548, 0.494, -0.473], [0.759, 0.457, 0.017], [0.324, -0.666, 0.696], [0.264, -0.614, 0.706], [0.921, 0.833, 0.611], [-1.052, -0.108, -1.478], [-0.127, -0.189, -0.163], [-0.842, -0.085, -0.222], [0.180, 0.289, -0.334], [0.661, -0.013, -0.424], [-0.327, -0.359, 0.054], [0.004, 0.436, -0.072], [-0.080, 0.081, -0.034], [0.317, 0.144, -0.199], [0.097, -0.367, 0.154], [-0.066, 0.273, 0.355], [0.004, 0.035, -0.029], [-0.261, 0.003, -0.288], [-0.129, 0.193, 0.360], [0.128, -0.399, 0.112], [-0.022, 0.051, 0.224], [0.241, 0.228, -0.048], [-0.353, -0.071, -0.323], [0.173, -0.361, 0.045], [-0.078, 0.251, -0.035], [0.349, -0.070, -0.188], [-0.306, -0.306, -0.216], [0.035, -0.071, 0.374], [0.119, 0.047, -0.270], [0.218, -0.348, 0.144], [-0.458, -0.064, -0.066], [0.011, 0.319, 0.338], [0.159, -0.133, -0.077], [-0.068, -0.057, 0.426], [-0.446, 0.006, -0.171], [0.215, 0.302, -0.116], [-0.090, -0.136, 0.261], [0.036, 0.309, 0.181], [-0.346, -0.099, -0.300], [0.354, 0.008, -0.092], [-1.093, 0.138, 0.295], [0.135, -0.187, 0.341], [-0.100, 0.503, -0.227], [0.051, 0.140, 0.415], [-0.721, 1.113, -0.282], [0.176, -0.351, -0.001], [-0.031, 0.260, -0.299], [0.128, -0.377, -0.276], [-0.030, -0.252, 0.372], [0.143, -0.209, -0.379], [0.105, -0.446, 0.012], [0.445, 0.224, 0.027], [0.420, -0.185, -0.135], [-0.073, -0.342, -0.283], [-0.471, 0.143, -0.376], [-0.342, 0.292, 0.155], [-0.091, 0.501, 0.362], [-0.405, -0.601, -0.035], [0.686, -0.941, 0.182], [0.366, -0.345, 0.037], [0.214, -0.374, -0.200], [-0.011, 0.059, -0.534], [-0.203, 0.318, -0.204], [-0.302, 0.424, 0.576], [0.425, -0.418, 0.741], [-0.040, -0.146, -0.700], [-0.365, 0.196, -0.278], [-0.294, 0.274, 0.297], [0.056, 0.172, 0.606], [0.307, -0.078, 0.247], [0.020, 0.008, -0.001], [0.020, -0.003, 0.009], [-0.067, 0.041, 0.062], [0.148, -0.017, -0.034], [0.046, 0.009, 0.029], [-0.091, 0.174, -0.023], [-0.034, 0.021, -0.007], [-0.019, 0.035, -0.017], [-0.030, 0.033, -0.014], [0.027, -0.134, -0.059], [0.038, 0.008, 0.233], [-0.019, 0.006, 0.018], [-0.039, 0.022, 0.018], [-0.053, 0.025, -0.002], [-0.095, 0.021, -0.110]],
  "homo_lumo_gap_ev": 6.0,
  "homo_ev": -9.37,
  "total_charge": 1
}



Result set for max |F|: 0.648; 1.817 eV/A, one per record in the order listed.
Result set for E: -113303.9665; -48993.4518 eV, one per record in the order listed.
Result set for energy relative to the best compared isomer or geometry (same formula, charge and spin): 6.6; 0.0 kcal/mol, one per record in the order listed.